{
  "formula": "C4H8F2S",
  "method": "ωB97M-V/def2-TZVPD",
  "gap_ha": 0.357,
  "elements": ["C", "C", "C", "C", "H", "H", "H", "H", "H", "H", "H", "H", "F", "F", "S"],
  "positions_angstrom": [[-0.895667, 0.119400, 0.415934], [-0.540583, 1.443282, -0.000100], [0.386876, -0.581906, 0.752113], [1.214565, -0.512409, -0.360799], [-1.046885, -1.481830, -1.472489], [-1.483568, 0.254913, 1.407442], [-1.310691, 2.070382, 0.541944], [0.814069, 1.588689, 0.392683], [0.349248, -1.629358, 0.942476], [0.893506, -0.304919, 1.668074], [2.174746, -0.710436, -0.236888], [1.381011, 0.602134, -0.584794], [-0.665240, 1.391148, -1.558146], [0.757318, -1.204000, -1.421654], [-2.028710, -1.045088, -0.485790]],
  "atomic_forces_ev_per_a": [[-1.752, -2.993, 3.627], [1.332, 1.956, -1.803], [-0.958, -2.100, 2.563], [1.152, 4.302, -2.595], [-1.970, 0.812, 1.638], [0.802, -0.328, -1.472], [1.292, 0.633, -1.763], [-4.802, 0.702, -1.398], [-1.178, -1.174, 0.276], [0.050, 1.087, 0.118], [4.360, -2.025, 0.983], [-0.481, -1.528, -0.989], [0.693, 1.193, 3.742], [-0.052, -0.693, -1.496], [1.511, 0.158, -1.430]],
  "nbo_charge": [-0.414, 0.034, -0.487, 0.053, 0.192, 0.239, 0.214, 0.185, 0.240, 0.234, 0.170, 0.150, -0.411, -0.349, -0.051]
}

{
  "formula": "C24H45CoNP2Si",
  "method": "ωB97M-V/def2-TZVPD",
  "gap_ha": [0.145, 0.147],
  "spin_multiplicity": 4,
  "elements": ["P", "P", "C", "C", "H", "H", "H", "H", "C", "H", "H", "H", "C", "H", "H", "H", "C", "H", "H", "H", "C", "H", "H", "H", "Co", "C", "C", "C", "C", "C", "C", "C", "C", "C", "H", "H", "H", "H", "H", "H", "H", "H", "H", "H", "H", "H", "H", "H", "H", "C", "Si", "C", "C", "N", "C", "C", "C", "C", "C", "C", "H", "H", "H", "H", "H", "H", "H", "H", "H", "H", "H", "H", "H", "H"],
  "positions_angstrom": [[2.635656, 1.051053, -2.812120], [2.141302, -2.511934, -1.302911], [3.700414, -0.458017, -2.888350], [3.089345, -1.909382, -2.805364], [4.536642, -0.365628, -2.165398], [4.191717, -0.383456, -3.885323], [2.490130, -2.114550, -3.712500], [3.942362, -2.616549, -2.868961], [3.551864, -2.654472, -0.156636], [3.194002, -2.841433, 0.861122], [4.198165, -1.764386, -0.148296], [4.166031, -3.492889, -0.496099], [1.588055, -4.165169, -1.687439], [2.474863, -4.803628, -1.755504], [1.056216, -4.140246, -2.646019], [0.934662, -4.500946, -0.872940], [3.756248, 2.424744, -3.146131], [3.185249, 3.357225, -3.082747], [4.197494, 2.345668, -4.148917], [4.554578, 2.435513, -2.395121], [1.635598, 0.846791, -4.322951], [1.136298, -0.133703, -4.390509], [2.269179, 0.971602, -5.208771], [0.868849, 1.630724, -4.337144], [-2.941943, 1.418645, 0.730784], [0.695186, -1.891676, -0.180495], [1.398639, -1.023608, 0.766904], [2.288655, -0.010841, 0.276808], [1.852956, 1.441025, 0.019495], [1.536525, 1.701311, -1.483843], [0.245527, 1.115161, -1.904763], [0.123345, -0.316713, -2.059923], [-0.457280, -1.240491, -0.972118], [-2.464740, 3.362704, 0.420709], [0.374683, -2.843268, 0.285381], [1.267194, -1.180915, 1.836649], [2.684087, -0.373588, -0.697856], [3.126324, 0.021182, 0.994127], [0.954208, 1.717186, 0.611271], [2.691026, 2.087845, 0.314737], [1.562349, 2.802559, -1.634849], [-0.616326, 1.789727, -2.002349], [1.166507, -0.710282, -2.197263], [-0.337471, -0.565290, -3.033727], [-1.089640, -0.685472, -0.272048], [-1.114994, -1.979229, -1.461199], [-3.496720, 3.821625, 0.270261], [-1.882509, 3.499782, -0.508272], [-1.953895, 3.903376, 1.245450], [0.066114, 1.761535, 3.095631], [-1.538033, 0.955513, 3.594592], [-1.227274, -0.533067, 4.653131], [-2.698860, 2.235092, 4.294906], [-2.408530, 0.411641, 2.092929], [-3.617885, -0.244859, 1.908989], [-4.017485, -0.211787, 0.535518], [-5.306603, -0.644074, 0.168782], [-6.212321, -0.993567, 1.180727], [-5.822222, -1.002080, 2.533948], [-4.504336, -0.706208, 2.911893], [0.522909, 2.234534, 3.981645], [-0.092366, 2.546699, 2.346736], [0.779071, 1.032796, 2.692730], [-0.737624, -0.226160, 5.590894], [-2.157381, -1.058694, 4.908224], [-0.564595, -1.244934, 4.140071], [-2.818164, 3.084271, 3.605358], [-3.695829, 1.811709, 4.481432], [-2.303939, 2.620973, 5.246075], [-3.211052, 0.051643, -0.232233], [-5.554880, -0.685295, -0.889823], [-7.231967, -1.278925, 0.922422], [-6.564962, -1.262837, 3.292049], [-4.188399, -0.721609, 3.954531]],
  "atomic_forces_ev_per_a": [[0.207, -0.133, -0.784], [0.934, 1.000, 0.535], [0.562, -0.928, 0.407], [0.353, -0.211, -1.019], [-0.565, 0.064, -0.184], [-0.371, 0.028, 0.452], [0.097, 0.198, 0.400], [-0.219, 0.402, -0.105], [0.264, -0.592, 0.020], [0.075, 0.068, -0.273], [-0.465, -0.273, -0.049], [0.008, -0.057, 0.036], [0.581, -0.484, -0.438], [-0.330, -0.247, -0.164], [-0.009, -0.215, 0.261], [0.185, -0.004, -0.397], [0.386, -0.025, -0.309], [0.158, -0.185, -0.013], [-0.037, -0.003, 0.304], [-0.145, 0.080, -0.119], [-0.087, 0.279, -0.311], [0.315, 0.523, 0.193], [0.073, -0.030, 0.206], [0.131, -0.222, -0.035], [0.823, 4.728, -2.437], [-0.235, 1.412, 1.771], [-1.617, -1.410, 0.283], [0.492, 0.521, 0.726], [0.327, 0.330, -0.397], [-0.830, -0.002, 0.608], [-1.200, 1.486, 0.575], [0.283, -1.173, -0.843], [-0.145, -0.217, -0.620], [-0.948, 0.357, -0.179], [-0.115, 0.468, -0.018], [0.292, -0.246, -0.312], [0.215, 0.126, 0.128], [0.100, 0.355, -0.218], [0.591, -0.170, -0.536], [-0.198, 0.148, 0.009], [-0.054, -0.601, -0.152], [0.347, -0.428, 0.055], [-0.656, 0.333, -0.049], [-0.389, 0.130, 0.362], [0.209, -0.055, 0.056], [0.276, -0.005, 0.106], [1.175, -0.071, 0.066], [-0.156, 0.225, 0.150], [-0.257, -0.251, -0.380], [0.398, 0.183, 0.243], [-2.165, -0.662, -2.928], [0.281, -0.168, 0.759], [0.132, 0.292, 0.794], [1.678, -2.539, 3.533], [1.189, 0.512, 0.719], [-1.523, -2.079, -0.134], [0.817, 0.307, 0.689], [-0.099, -0.108, -0.164], [0.652, -0.103, -0.181], [-1.075, 0.177, -0.452], [-0.041, -0.113, -0.224], [-0.151, -0.150, 0.129], [-0.133, 0.065, 0.107], [-0.075, -0.237, -0.096], [0.230, 0.150, -0.069], [-0.160, 0.201, 0.061], [0.129, -0.345, 0.067], [0.250, 0.049, -0.056], [-0.228, 0.099, -0.034], [-0.625, -0.734, 0.053], [-0.247, 0.088, 0.202], [0.230, 0.040, 0.038], [0.255, -0.013, -0.191], [-0.153, 0.064, -0.234]],
  "mulliken_spin": [0.071, -0.010, 0.010, -0.038, -0.003, 0.001, -0.012, 0.005, -0.001, 0.002, 0.001, 0.000, -0.002, 0.000, 0.001, 0.001, 0.008, 0.002, 0.000, -0.001, -0.007, -0.005, 0.001, 0.011, 2.030, -0.116, 0.304, -0.085, 0.135, -0.057, 0.715, -0.053, 0.170, -0.047, -0.012, -0.007, 0.010, 0.010, -0.028, 0.001, -0.015, -0.013, -0.003, 0.028, -0.027, -0.003, -0.002, 0.013, 0.013, 0.000, 0.029, 0.009, -0.001, 0.098, -0.070, -0.172, -0.012, -0.007, 0.001, 0.011, -0.001, 0.003, 0.000, -0.001, 0.000, -0.001, 0.003, 0.001, -0.001, 0.116, 0.004, 0.000, 0.000, -0.002]
}

{
  "formula": "CHBrCl2S",
  "method": "ωB97M-V/def2-TZVPD",
  "gap_ha": [0.319, 0.260],
  "spin_multiplicity": 3,
  "elements": ["C", "S", "Cl", "Cl", "Br", "H"],
  "positions_angstrom": [[-0.550871, -0.615438, -0.243989], [2.045773, 0.810998, 0.420494], [-0.554599, -1.563984, 1.100623], [-0.377075, -1.287438, -1.741543], [-1.834714, 0.848320, -0.343323], [1.271485, 1.807543, 0.807737]],
  "atomic_forces_ev_per_a": [[-1.363, 2.099, -0.482], [0.631, -0.352, -0.116], [0.029, -0.785, 1.217], [0.590, -1.018, -1.318], [0.508, -0.403, 0.525], [-0.395, 0.458, 0.175]],
  "mulliken_spin": [0.715, 1.053, 0.109, 0.098, 0.050, -0.026]
}

{
  "formula": "C36H52CdN7P2Si2",
  "method": "ωB97M-V/def2-TZVPD",
  "gap_ha": 0.232,
  "total_charge": -1,
  "elements": ["Cd", "C", "Si", "C", "C", "N", "P", "C", "P", "N", "Si", "C", "C", "C", "C", "C", "C", "C", "C", "C", "C", "C", "C", "C", "C", "C", "C", "C", "C", "C", "C", "C", "C", "C", "C", "C", "C", "C", "H", "H", "H", "H", "H", "H", "H", "H", "H", "H", "H", "H", "H", "H", "H", "H", "H", "H", "H", "H", "H", "H", "H", "H", "H", "H", "H", "H", "H", "H", "H", "H", "H", "H", "H", "H", "H", "H", "C", "N", "C", "C", "N", "N", "C", "N", "N", "H", "H", "H", "H", "H", "H", "H", "H", "H", "H", "H", "C", "H", "H", "H"],
  "positions_angstrom": [[0.980225, -0.636206, -0.511046], [2.485398, 2.213631, -3.042328], [0.693600, 1.799998, -3.459946], [0.734726, 0.590434, -4.899592], [-0.066676, 3.405487, -4.127203], [-0.099910, 1.060162, -2.165007], [-0.959843, 1.504094, -0.902264], [-0.949316, 0.415481, 0.379324], [-1.826005, -1.023632, 0.429469], [-0.953794, -2.341944, 0.452560], [-0.481769, -3.578148, 1.484567], [1.347381, -3.956390, 1.292595], [-1.388654, -5.193447, 1.111661], [-0.776153, -3.214825, 3.327722], [-2.926726, -1.001237, 1.908297], [-3.759076, -2.082035, 2.190748], [-4.546265, -2.092303, 3.328788], [-4.506758, -1.016342, 4.209334], [-3.693087, 0.069755, 3.930821], [-2.914555, 0.078163, 2.779211], [-3.063111, -1.209435, -0.914804], [-4.369113, -0.740843, -0.808063], [-5.257951, -0.868479, -1.864432], [-4.844440, -1.459487, -3.049903], [-3.540939, -1.921998, -3.168927], [-2.659679, -1.804367, -2.105306], [-0.313364, 3.099053, -0.242856], [-0.604438, 4.323337, -0.833302], [-0.016906, 5.495162, -0.376699], [0.882404, 5.454269, 0.678478], [1.170613, 4.237220, 1.282921], [0.567933, 3.073148, 0.833181], [-2.630998, 2.013383, -1.455338], [-3.513631, 2.610717, -0.556921], [-4.788132, 2.977786, -0.954055], [-5.199933, 2.744668, -2.261816], [-4.332882, 2.141693, -3.158810], [-3.054071, 1.780921, -2.756380], [2.981124, 2.743362, -3.856750], [3.032555, 1.288237, -2.853159], [2.523871, 2.836268, -2.147358], [1.365759, 0.951516, -5.712969], [-0.267932, 0.428540, -5.297434], [1.117184, -0.373589, -4.566526], [0.128749, 3.480640, -5.199375], [0.371922, 4.280750, -3.646510], [-1.146946, 3.452216, -3.985817], [1.553621, -4.353771, 0.299060], [1.664864, -4.697521, 2.028395], [1.959172, -3.059898, 1.417793], [-1.262491, -5.465722, 0.064377], [-2.457526, -5.094447, 1.303169], [-1.013786, -6.014903, 1.725668], [-0.842010, -2.147126, 3.534865], [0.030220, -3.631745, 3.935084], [-1.714805, -3.652167, 3.668244], [-3.783975, -2.924136, 1.508829], [-5.185433, -2.940752, 3.536881], [-5.117336, -1.025527, 5.104428], [-3.668700, 0.916332, 4.607258], [-2.276194, 0.918597, 2.524089], [-4.696865, -0.265157, 0.108872], [-6.269218, -0.493062, -1.766428], [-5.534643, -1.557223, -3.879330], [-3.208754, -2.379839, -4.093002], [-1.645654, -2.177658, -2.186932], [-1.304258, 4.369708, -1.658738], [-0.262220, 6.438191, -0.848062], [1.348970, 6.365129, 1.033215], [1.868749, 4.196570, 2.111338], [0.768887, 2.118185, 1.305232], [-3.194220, 2.781214, 0.466058], [-5.464104, 3.440139, -0.244436], [-6.198079, 3.026946, -2.574857], [-4.654335, 1.938544, -4.172472], [-2.374894, 1.293717, -3.444850], [1.463189, 2.225556, 4.379857], [1.598275, 0.812713, 4.080064], [0.551185, -0.004748, 4.661486], [2.046135, 0.418170, 2.824422], [1.531924, -0.464604, 2.078286], [3.218963, 1.098166, 2.451890], [3.620606, 1.330505, 1.145015], [4.965850, 1.723705, 1.080127], [2.828152, 1.217428, 0.165580], [1.679486, 2.411082, 5.434542], [0.445956, 2.576791, 4.167257], [2.150862, 2.805339, 3.769627], [0.425762, 0.281854, 5.706170], [0.834283, -1.056160, 4.621108], [-0.410526, 0.115520, 4.147699], [0.581178, -0.699500, 2.354494], [3.947603, 1.090314, 3.149097], [5.278433, 2.298378, 1.850748], [5.210302, 2.137100, 0.191688], [3.266481, 1.494919, -0.709313], [2.402163, -1.789238, -1.668282], [3.429174, -1.586024, -1.356207], [2.306804, -1.531062, -2.726005], [2.222298, -2.859923, -1.564264]],
  "atomic_forces_ev_per_a": [[-0.021, 0.050, 0.144], [-0.041, -0.048, -0.036], [-0.195, -0.154, 0.070], [0.007, 0.068, 0.052], [0.052, -0.050, 0.005], [0.052, 0.366, -0.215], [-0.048, 0.001, 0.146], [0.196, -0.231, -0.345], [-0.132, 0.167, 0.136], [0.089, -0.081, 0.096], [-0.070, 0.021, -0.081], [0.006, 0.066, -0.013], [0.061, 0.065, 0.104], [0.000, -0.058, -0.055], [-0.030, -0.013, -0.110], [0.004, -0.039, -0.005], [0.000, 0.008, 0.036], [-0.056, -0.027, 0.030], [-0.003, 0.046, 0.045], [0.039, 0.048, -0.015], [-0.015, -0.013, 0.155], [-0.041, 0.053, 0.039], [-0.004, -0.010, -0.045], [-0.024, -0.012, -0.003], [0.003, -0.018, -0.052], [0.096, 0.001, -0.042], [-0.068, -0.075, -0.013], [-0.020, 0.066, -0.078], [0.015, 0.009, 0.001], [0.012, 0.004, 0.007], [0.016, 0.051, 0.004], [-0.016, -0.035, 0.139], [-0.001, 0.052, 0.038], [0.007, -0.014, 0.055], [-0.026, 0.002, -0.010], [-0.029, 0.025, 0.003], [-0.031, 0.013, -0.003], [0.017, -0.025, -0.005], [0.052, 0.055, -0.070], [0.065, -0.086, 0.019], [-0.021, 0.118, 0.045], [0.061, 0.028, -0.087], [-0.096, -0.013, -0.018], [0.041, -0.086, 0.036], [0.037, 0.038, -0.067], [0.008, 0.062, 0.051], [-0.056, -0.041, 0.012], [0.024, -0.031, -0.094], [0.038, -0.089, 0.059], [-0.029, 0.016, 0.021], [0.024, -0.014, -0.107], [-0.106, 0.020, 0.010], [0.029, -0.076, 0.047], [-0.004, 0.052, -0.031], [0.042, -0.041, 0.053], [-0.081, -0.039, 0.039], [0.013, -0.032, -0.033], [-0.030, -0.029, 0.014], [0.001, 0.002, 0.006], [-0.002, 0.009, 0.009], [0.016, 0.013, 0.011], [-0.001, -0.004, 0.000], [-0.014, 0.005, 0.002], [-0.007, 0.004, -0.012], [-0.005, -0.009, -0.009], [0.012, -0.007, -0.003], [-0.013, -0.021, -0.030], [-0.003, 0.045, -0.013], [0.009, 0.023, 0.009], [0.005, 0.040, -0.005], [-0.087, 0.066, -0.052], [0.013, -0.010, 0.001], [-0.006, 0.006, -0.004], [-0.009, -0.002, -0.003], [-0.014, -0.001, -0.032], [0.022, -0.013, -0.015], [-0.053, 0.169, -0.038], [0.081, -0.161, 0.163], [0.031, -0.037, 0.023], [-0.286, 0.057, -0.158], [0.108, -0.028, 0.091], [0.292, -0.110, 0.104], [0.002, 0.110, -0.006], [0.007, 0.031, 0.008], [0.261, -0.127, -0.279], [-0.006, -0.018, -0.004], [0.015, 0.020, -0.023], [-0.004, -0.032, 0.073], [-0.008, 0.013, -0.009], [-0.008, 0.031, -0.009], [-0.029, 0.029, 0.022], [0.041, -0.108, 0.037], [-0.076, 0.021, -0.036], [-0.037, -0.012, -0.048], [-0.037, -0.044, 0.055], [-0.056, -0.039, 0.082], [-0.024, 0.018, 0.015], [0.033, 0.009, 0.014], [0.029, -0.003, -0.013], [-0.003, -0.026, 0.000]],
  "lowdin_charge": [1.288, -0.194, 0.266, -0.190, -0.183, -0.309, 0.557, -0.532, 0.549, -0.293, 0.258, -0.206, -0.194, -0.174, -0.300, -0.106, -0.095, -0.107, -0.099, -0.112, -0.276, -0.095, -0.103, -0.112, -0.095, -0.089, -0.265, -0.096, -0.098, -0.110, -0.099, -0.110, -0.292, -0.094, -0.095, -0.108, -0.096, -0.099, 0.021, 0.012, 0.010, 0.017, 0.017, 0.007, 0.018, 0.013, 0.005, 0.011, 0.016, -0.004, 0.018, 0.005, 0.016, -0.012, 0.020, 0.017, 0.106, 0.096, 0.091, 0.094, 0.078, 0.104, 0.098, 0.092, 0.095, 0.095, 0.098, 0.095, 0.090, 0.078, 0.051, 0.108, 0.095, 0.093, 0.100, 0.092, -0.075, -0.164, -0.070, -0.466, 0.141, 0.113, -0.523, 0.118, 0.115, 0.082, 0.093, 0.058, 0.089, 0.083, 0.076, 0.012, 0.139, 0.079, 0.089, 0.024, -0.312, -0.075, -0.089, -0.085]
}

Looking at molar mass for the records above, in order, we have 126.171; 496.598; 195.896; 813.393 g mol⁻¹.
Looking at ΔE to the lowest compared entry with this formula, charge and spin for the records above, in order, we have 405.13; 499.71; 49.74; 0.00 kJ/mol.